[1]
This record from the OMol25 dataset describes the molecule C11H18N4O4S at a distorted geometry. The level of theory is wB97M-V/def2-TZVPD.

```
38
Properties=species:S:1:pos:R:3:forces:R:3:nbo_charge:R:1
C 2.744 -2.271 1.644 -1.7 -1.1 -1.7 -0.27
O 1.262 -2.171 1.581 2.5 0.4 -0.1 -0.57
C 0.528 -2.532 0.413 0.4 1.5 1.7 0.24
C 1.147 -2.198 -0.986 1.5 -0.3 -2.9 -0.01
N 2.073 -2.800 -1.723 -0.6 -0.8 0.8 -0.13
O 2.178 -2.380 -3.145 -2.6 1.7 2.7 -0.60
S 0.373 -0.831 -1.703 -0.8 1.0 0.3 0.35
C -0.556 -0.479 -0.201 -1.1 -1.3 2.1 0.33
N -1.158 0.602 0.144 1.0 0.0 -1.5 -0.57
C -1.002 1.620 -0.861 0.1 -0.3 -1.8 0.72
O -1.596 1.542 -1.935 0.8 0.3 1.9 -0.56
C 0.049 2.740 -0.565 -0.9 1.2 0.6 -0.17
C -0.462 3.420 0.681 -0.7 1.4 0.5 -0.61
C 1.415 2.205 -0.247 -1.3 -3.4 -2.7 -0.59
C 0.066 3.817 -1.652 -0.9 -0.1 -1.1 -0.60
N -0.637 -1.643 0.622 -0.6 0.3 -1.8 -0.45
C -1.640 -1.741 1.805 1.3 3.8 -3.5 -0.27
C -3.084 -1.750 1.320 0.2 -1.3 -0.6 0.65
N -3.479 -1.906 0.057 0.7 0.2 -1.8 -0.81
O -3.963 -1.907 2.103 -1.6 0.3 3.8 -0.62
H 3.137 -2.868 0.790 -0.3 0.4 0.4 0.19
H 2.891 -2.884 2.517 0.6 0.5 0.6 0.20
H 3.170 -1.271 1.563 0.0 -0.2 0.6 0.20
H 0.352 -3.570 0.585 -0.7 -0.9 -0.8 0.21
H 2.911 -2.735 -3.638 0.9 -0.9 1.0 0.50
H -1.360 3.983 0.461 -0.7 -0.2 -0.1 0.21
H -0.713 2.656 1.367 -0.2 -0.5 1.3 0.22
H 0.125 4.227 1.167 0.5 -0.9 -0.5 0.22
H 1.380 1.331 0.403 -0.2 -0.3 -0.2 0.21
H 1.857 1.940 -1.223 0.2 -0.3 0.5 0.21
H 2.066 2.807 0.223 1.9 2.9 1.6 0.21
H 0.306 3.400 -2.695 -0.7 0.7 1.5 0.23
H -0.941 4.379 -1.576 1.6 -1.0 -0.8 0.22
H 0.841 4.543 -1.394 0.0 0.0 0.0 0.21
H -1.467 -2.588 2.328 0.6 -3.0 1.3 0.23
H -1.467 -0.915 2.515 -0.2 -0.1 -0.5 0.25
H -2.854 -1.718 -0.703 -0.3 0.0 -0.4 0.40
H -4.494 -2.052 -0.044 1.1 0.3 -0.2 0.42
```
Positions in Å, forces in eV/Å.

The LUMO energy comes out at 0.232 eV. The value obtained for the total energy is -1347.9847 Ha. For the HOMO-LUMO gap, the calculation gives 9.63 eV. Its multiplicity is 1. The energy above the lowest of the compared OMol25 structures with the same formula, charge and spin is 212.5 kJ/mol. Its SMILES is CO[C@@H]1/C(=N/O)S/C(=N\C(=O)C(C)(C)C)N1CC(N)=O. The HOMO energy comes out at -9.396 eV.



[2]
This record from the OMol25 dataset describes a structure of composition C16H10CdCl6 at a distorted geometry. The level of theory is wB97M-V/def2-TZVPD.

```
33
Properties=species:S:1:pos:R:3:forces:R:3:nbo_charge:R:1
C -2.066 -1.634 -0.941 0.2 0.2 -0.2 -0.53
C -1.441 -1.814 -2.216 -0.1 0.3 -0.1 -0.31
C -1.269 -0.552 -2.815 -0.6 -0.2 0.6 -0.30
H -1.190 -2.774 -2.668 0.1 0.3 0.3 0.19
C -1.798 0.433 -1.928 -0.5 -1.0 0.2 -0.35
C -2.324 -0.234 -0.790 0.4 0.3 -0.5 -0.37
H -2.800 0.239 0.065 0.0 0.0 -0.1 0.18
H -2.427 -2.438 -0.301 -0.2 0.0 -0.1 0.19
H -0.823 -0.353 -3.790 0.0 -0.1 0.4 0.19
H -1.853 1.493 -2.129 0.1 0.1 0.1 0.18
Cd -0.312 -1.597 1.035 0.2 1.2 -2.6 1.50
Cl 0.869 -3.400 0.300 0.4 -1.2 0.3 -0.77
C 3.059 -0.515 -0.771 -0.4 0.2 -0.3 -0.40
C 2.689 0.735 -1.340 0.1 -0.6 -1.0 -0.37
C 2.220 0.505 -2.677 0.5 -0.8 1.1 -0.37
H 2.755 1.692 -0.849 0.0 0.2 0.0 0.17
C 2.261 -0.904 -2.904 0.6 0.4 0.7 -0.36
C 2.786 -1.521 -1.731 0.0 0.6 -0.6 -0.35
H 2.985 -2.578 -1.607 -0.2 0.0 0.0 0.18
H 3.421 -0.681 0.248 -0.1 0.1 -0.3 0.17
H 1.869 1.258 -3.366 -0.1 0.1 -0.1 0.17
H 1.956 -1.424 -3.810 0.0 0.1 0.2 0.17
Cl -1.767 -1.660 3.252 -0.1 0.1 0.5 -0.04
C -1.108 -0.020 3.117 0.3 1.3 0.6 -0.08
C -0.515 0.381 1.937 -0.4 -0.9 0.2 -0.47
C -0.224 1.731 1.728 -0.4 -0.2 1.2 -0.08
Cl 0.220 2.301 0.204 0.3 0.0 -0.5 0.12
C -0.370 2.643 2.789 -0.6 -1.4 0.5 -0.10
Cl -0.056 4.302 2.589 0.2 0.6 0.0 0.04
C -0.833 2.167 4.042 0.0 -1.0 -0.6 -0.11
Cl -0.941 3.210 5.376 -0.1 0.7 0.7 0.02
C -1.218 0.822 4.227 0.3 0.5 -1.1 -0.12
Cl -1.756 0.186 5.727 -0.2 0.3 0.5 0.01
```
Positions in Å, forces in eV/Å.

The LUMO energy comes out at 3.910 eV. The value obtained for the total energy is -3544.5262 Ha. For the HOMO-LUMO gap, the calculation gives 3.70 eV. Its multiplicity is 1. The energy above the lowest of the compared OMol25 structures with the same formula, charge and spin is 93.5 kJ/mol. Its net charge is -2. The HOMO energy comes out at 0.207 eV.